{
  "formula": "C34H96F6N9O12S2",
  "method": "ωB97M-V/def2-TZVPD",
  "total_charge": 7,
  "e_tot_ha": -4141.11474,
  "molar_mass_g_mol": 1001.31,
  "lumo_ha": -0.508,
  "elements": ["C", "F", "F", "F", "S", "O", "O", "N", "S", "O", "O", "C", "F", "F", "F", "C", "C", "C", "O", "C", "N", "H", "H", "H", "H", "H", "H", "H", "H", "H", "H", "H", "H", "C", "C", "C", "O", "C", "N", "H", "H", "H", "H", "H", "H", "H", "H", "H", "H", "H", "H", "C", "C", "C", "O", "C", "N", "H", "H", "H", "H", "H", "H", "H", "H", "H", "H", "H", "H", "C", "C", "C", "O", "C", "N", "H", "H", "H", "H", "H", "H", "H", "H", "H", "H", "H", "H", "C", "C", "C", "O", "C", "N", "H", "H", "H", "H", "H", "H", "H", "H", "H", "H", "H", "H", "C", "C", "C", "O", "C", "N", "H", "H", "H", "H", "H", "H", "H", "H", "H", "H", "H", "H", "C", "C", "C", "O", "C", "N", "H", "H", "H", "H", "H", "H", "H", "H", "H", "H", "H", "H", "C", "C", "C", "O", "C", "N", "H", "H", "H", "H", "H", "H", "H", "H", "H", "H", "H", "H"],
  "coordinates": [[-2.1460, -0.4851, 1.5882], [-2.2190, -0.7399, 2.8980], [-2.3959, -1.4911, 0.8246], [-3.0578, 0.4597, 1.3585], [-0.5744, 0.4576, 1.0379], [-0.7236, 1.8612, 1.4647], [0.4791, -0.2770, 1.6947], [-0.5831, 0.4860, -0.7045], [0.8989, 0.4461, -1.0778], [1.7299, 1.5528, -0.6308], [1.4325, -0.9239, -0.8463], [0.7899, 0.6890, -3.0110], [0.2668, 1.8417, -3.3470], [2.0226, 0.6571, -3.5085], [0.0375, -0.2396, -3.4696], [-5.2151, -6.1847, -1.4937], [-4.8827, -4.8766, -0.8630], [-3.3861, -4.4802, -0.5730], [-2.6136, -4.1939, -1.7368], [-1.4737, -3.4649, -1.4290], [-5.5674, -3.6840, -1.6588], [-5.0044, -3.5324, -2.4834], [-6.4984, -3.8892, -1.9924], [-5.3983, -2.8619, -1.0970], [-4.7735, -6.2005, -2.4901], [-6.2814, -6.3878, -1.5934], [-4.9115, -7.0405, -0.8908], [-5.3895, -4.7964, 0.0987], [-2.8818, -5.1616, 0.1123], [-3.5064, -3.5103, -0.0905], [-1.5799, -2.3837, -1.3413], [-0.7442, -3.5672, -2.2324], [-0.8896, -3.7652, -0.5591], [-4.3791, -3.6633, 2.8245], [-4.6542, -4.4569, 4.1117], [-5.7044, -3.8380, 5.0005], [-5.7989, -4.7000, 6.2154], [-4.8217, -4.4003, 7.1980], [-4.9231, -5.9301, 3.7271], [-5.7909, -6.0620, 3.2274], [-4.1006, -6.2407, 3.2299], [-4.8790, -6.5784, 4.5003], [-3.4555, -3.9888, 2.3458], [-4.3269, -2.6200, 3.1359], [-5.2093, -3.5859, 2.1225], [-3.7555, -4.4330, 4.7281], [-6.7194, -3.6974, 4.6287], [-5.3705, -2.8688, 5.3709], [-4.9509, -3.3762, 7.5483], [-3.7473, -4.4093, 7.0147], [-4.8465, -5.0716, 8.0564], [-4.2035, 2.5643, -0.6267], [-4.1538, 1.7028, -1.8859], [-3.3591, 2.3355, -3.0070], [-3.5803, 1.9202, -4.3066], [-2.8047, 2.7352, -5.2193], [-3.4444, 0.3416, -1.6240], [-4.0941, -0.1735, -1.0473], [-3.5467, -0.2595, -2.4292], [-2.4613, 0.3312, -1.3926], [-5.1598, 2.2104, -0.2415], [-4.1159, 3.6152, -0.9023], [-3.3945, 2.5637, 0.1037], [-5.1384, 1.3751, -2.2195], [-2.3092, 2.3258, -2.7139], [-3.4915, 3.4174, -3.0010], [-1.7472, 2.7462, -4.9553], [-2.9732, 3.8121, -5.2268], [-2.9915, 2.4455, -6.2534], [3.1070, -1.0887, -7.3199], [2.1450, -2.2141, -7.7817], [0.8466, -2.2728, -6.9487], [0.7394, -3.4013, -6.0334], [1.4588, -3.3622, -4.7791], [1.8837, -2.0669, -9.3240], [2.7990, -1.8224, -9.6740], [1.3582, -2.8734, -9.6297], [1.2408, -1.3172, -9.5352], [3.5865, -1.2004, -6.3475], [2.6607, -0.1232, -7.5582], [3.9877, -1.0574, -7.9614], [2.6313, -3.1851, -7.6882], [-0.0126, -2.4309, -7.6005], [0.7579, -1.2799, -6.5079], [0.9740, -2.4902, -4.3401], [2.5295, -3.2154, -4.9204], [1.3311, -4.3239, -4.2820], [8.3397, 0.7462, 3.6508], [7.2122, 1.6468, 3.1375], [6.0500, 0.7829, 2.6099], [5.1831, 1.6520, 1.8367], [4.0383, 0.9224, 1.3303], [6.8277, 2.4921, 4.2993], [6.3108, 3.2842, 3.9453], [6.2074, 2.0160, 4.9385], [7.5877, 2.7433, 4.9152], [8.7737, 0.1370, 2.8579], [7.9428, 0.0166, 4.3567], [9.2481, 1.2625, 3.9612], [7.5921, 2.3886, 2.4349], [5.5675, 0.1641, 3.3664], [6.4466, 0.1240, 1.8375], [3.6890, 1.6447, 0.5925], [3.2606, 0.8597, 2.0915], [4.2992, 0.0249, 0.7695], [2.3412, 3.8615, 2.1616], [1.6000, 4.3117, 3.4080], [0.8718, 3.1736, 4.0575], [0.3768, 3.6702, 5.3001], [-0.4581, 2.7708, 6.1380], [2.6479, 4.9538, 4.3621], [3.2100, 4.2046, 4.7400], [3.3482, 5.5057, 3.8877], [2.3299, 5.4517, 5.1813], [2.4876, 4.6691, 1.4443], [1.9404, 3.0529, 1.5503], [3.3332, 3.5230, 2.4605], [0.8561, 5.0606, 3.1361], [1.6500, 2.4373, 4.2582], [0.1705, 2.6725, 3.3902], [-0.9867, 3.3855, 6.8666], [0.1484, 2.0275, 6.6554], [-1.2878, 2.2844, 5.6249], [1.5657, 8.8159, -4.7539], [0.9365, 7.5847, -4.0327], [0.2739, 6.5949, -5.0083], [-0.0781, 5.3139, -4.6113], [-1.1431, 5.2788, -3.6041], [2.0454, 6.8601, -3.3228], [2.7721, 7.4897, -3.0135], [1.7108, 6.2539, -2.5875], [2.4198, 6.2210, -4.0094], [0.9938, 9.0945, -5.6390], [2.6152, 8.7089, -5.0280], [1.4162, 9.7238, -4.1696], [0.3513, 7.7882, -3.1359], [0.9545, 6.4599, -5.8489], [-0.5437, 7.0772, -5.5441], [-2.1049, 5.5499, -4.0394], [-0.9853, 5.7623, -2.6401], [-1.2328, 4.2162, -3.3784], [2.2212, -3.5427, 1.6830], [1.9105, -3.9879, 3.0901], [2.8079, -3.5028, 4.2569], [2.8216, -2.1177, 4.2177], [3.5063, -1.3989, 5.1516], [0.5500, -3.4994, 3.5188], [-0.1200, -4.1951, 3.2236], [0.3414, -3.5049, 4.5070], [0.2303, -2.5719, 3.2787], [1.3261, -3.7444, 1.0946], [2.8277, -4.2457, 1.1121], [2.5250, -2.5252, 1.4372], [1.7388, -5.0576, 2.9702], [3.8015, -3.9378, 4.1491], [2.6068, -3.8263, 5.2781], [4.4923, -1.3451, 4.6901], [3.5812, -1.9989, 6.0585], [3.1269, -0.3931, 5.3326]]
}